Below is a cluster of 13 separate species, C39H104O13 in total at a distorted geometry, with properties calculated with ωB97M-V/def2-TZVPD.

Results
multiplicity: 1
energy relative to the best compared isomer or geometry (same formula, charge and spin): 125.4 kcal per mole
total charge: 0
Kohn-Sham gap: 9.1749 eV

Geometry as XYZ:
```
156
Properties=species:S:1:pos:R:3:forces:R:3
H 3.118727 -1.112796 3.949554 0.3 -0.3 -0.5
O -2.574325 5.231692 -2.030036 -0.2 0.9 -0.9
H 5.265473 -0.154250 2.960375 0.5 0.1 -0.1
H 4.998367 4.874398 1.352934 0.3 -0.4 0.1
H -1.099724 2.822085 -2.430937 -0.4 -0.1 0.4
H 1.603738 -4.027989 -3.850998 0.4 -0.3 -0.5
H 5.459778 2.640190 1.160738 -0.1 0.2 0.1
H 1.436666 0.804539 0.963353 0.1 0.2 -0.4
H -0.240842 -2.235842 4.187299 0.5 0.5 -0.1
H 3.214665 -0.048191 5.242947 0.5 0.4 0.3
H 5.258773 1.847373 3.875735 0.1 0.1 -0.2
H 0.557231 -6.601932 -4.547454 0.0 -0.1 0.3
H -0.859803 -4.470801 -3.571240 -0.1 0.0 0.1
H 2.621727 -5.046176 -1.972058 0.0 -0.1 0.3
H -0.114332 -3.793608 -2.121990 0.5 0.1 -0.1
C 7.409860 -0.857530 -0.118879 0.4 0.4 0.9
C -4.315634 1.060992 0.310369 -2.8 2.4 2.5
H -1.437087 -1.780682 0.390365 0.0 -0.1 -0.1
H 2.850593 4.330869 3.681056 -0.1 0.2 -0.8
H 2.488658 0.784323 -3.691695 0.4 0.1 0.3
H 0.788947 -1.980240 6.866280 0.5 0.4 0.5
H -0.656249 1.151486 4.990712 0.1 -0.1 0.0
H 3.508000 2.869782 4.190348 0.2 -0.5 -0.4
H -5.469524 6.327861 2.900183 0.0 0.0 0.1
H -3.606203 -8.472928 -1.686704 -0.1 0.0 0.0
H 1.283180 -3.186757 3.858285 -0.1 0.2 -0.1
C -1.786117 0.444871 -3.541657 -1.3 -1.4 -0.8
C -5.908241 5.565607 1.200424 2.5 1.1 -0.5
O 0.864329 -5.716935 -4.757370 0.4 0.6 0.1
C -1.205779 1.254010 4.054975 -0.3 1.7 0.2
H 2.645277 -2.756890 -5.155161 0.9 0.1 -0.4
H 6.169859 0.560569 -2.964480 -0.6 -0.2 0.0
H -6.586526 7.209719 0.012568 0.0 0.7 0.6
H -6.061856 0.079162 1.238191 0.1 -0.5 -0.2
C -2.509480 -0.608920 -4.473964 2.0 0.9 1.0
H 5.339367 -2.210521 4.551300 0.5 0.0 -0.4
H 4.591431 4.109027 3.549131 0.1 0.1 0.4
H -1.620679 2.185272 1.800846 0.5 -0.4 -0.1
H 0.090366 4.491449 3.450756 -0.2 0.1 0.0
H -5.415526 6.425787 -0.783831 0.6 -0.6 0.0
C -4.701000 -5.915994 -1.602518 1.1 0.2 0.0
C -4.614437 4.811765 1.461883 0.1 -0.4 -1.0
C 3.682300 3.140430 1.923086 1.2 2.1 -1.0
O -1.226108 0.738444 0.682339 -1.9 2.1 1.8
H 5.542089 -1.110044 5.860931 0.1 0.1 0.2
H -0.524525 -3.753452 6.340335 -0.5 0.9 -0.3
H 0.622009 2.985325 2.720422 0.4 0.0 0.0
H 6.877230 -1.163847 4.732276 0.0 -0.5 -0.2
H -0.741878 6.332602 -0.485655 0.5 0.2 0.4
C -0.312624 -0.002123 0.012844 1.0 0.0 -1.3
C -1.242987 2.807805 3.629357 -0.1 -2.7 0.5
H 8.425735 -0.806236 -0.510629 0.1 0.5 0.2
H -3.927000 -5.583149 -0.910961 -0.2 0.9 -0.1
H 2.824531 -1.532196 -6.612293 0.4 -0.4 0.3
H -6.646255 4.984266 0.647735 -0.4 -0.3 1.0
C 2.239741 -5.737468 -2.723266 0.4 0.1 0.1
H 7.225450 -1.930932 -0.075338 -0.8 0.1 -0.6
H -3.506796 1.704034 0.657345 0.1 -0.1 0.0
H -5.881607 2.457728 -0.261361 -0.1 0.0 0.0
H -2.319181 -7.295019 -1.465994 -0.3 0.5 0.1
C 0.394528 -3.636543 5.766083 0.1 -1.1 -1.2
H -4.484498 2.483376 -1.303250 0.2 0.0 -0.1
O -3.830700 -0.026283 -0.282028 2.3 -3.2 -1.2
H 3.103959 -6.081797 -3.291290 -0.1 0.3 -0.4
O 1.012738 0.048788 -5.715243 -1.0 1.2 -0.1
O -6.279845 6.037318 2.475266 -1.6 0.2 0.1
H 6.277270 -1.204629 -2.662672 0.2 0.0 0.1
H -5.747976 1.565514 1.942285 0.3 0.4 -0.1
H -0.342294 -5.523470 -2.214795 -0.5 -0.1 0.1
C 2.887474 0.041141 -4.382144 0.7 0.6 0.4
C -5.626376 6.745032 0.236825 -1.0 -0.4 -0.6
H -1.510415 -1.147356 -1.314733 -0.4 0.0 0.3
C 6.613597 -0.218010 -2.343986 0.5 0.9 -1.1
H 3.341649 5.209416 1.271837 -0.3 0.0 -0.4
C -1.646763 4.564519 -1.250176 0.3 -1.6 2.5
H -5.365847 -5.158021 -2.016710 0.2 0.5 0.4
H -1.859867 -1.527628 -6.079668 0.1 -0.2 -0.2
C 0.906018 -0.137686 0.826530 1.9 -0.4 1.5
H -0.405652 4.198951 -3.014034 0.7 0.6 0.4
C -3.032258 -7.693403 -2.187731 -0.1 0.0 -0.4
H 0.145655 3.451181 -1.401427 0.3 0.2 -0.4
C -5.219487 0.696818 1.549663 -0.2 0.7 -0.3
H 7.371314 -0.554970 0.927579 0.4 0.1 0.2
C 0.105155 3.409397 3.581308 1.3 0.1 -0.6
H -5.883467 -6.809543 -3.411909 0.2 0.3 0.1
C 4.059644 4.426901 1.026357 -1.3 -0.7 1.4
C -5.118698 1.822873 -0.711949 -0.4 1.2 -0.4
H 1.866932 -6.640713 -2.240288 -0.4 0.1 0.2
C 3.628584 3.618252 3.407172 0.7 -0.3 -0.3
C 5.793789 -1.254188 4.810233 -0.6 1.9 0.1
H 0.793906 -0.479683 1.855394 -0.8 -0.2 0.1
H -4.711745 4.038896 2.224320 -0.1 -0.2 -0.2
C 5.119388 -0.068773 4.037153 -1.9 -1.2 0.8
H -4.548780 -0.617215 -0.520250 0.0 -0.2 0.0
C 1.373635 -2.864199 6.611612 -0.1 0.8 -0.1
H -4.237116 0.345269 -4.283141 -0.6 0.4 -0.4
H -0.052661 -1.867189 -0.751838 -0.2 -0.5 0.1
H -2.423446 0.552787 -2.664016 0.3 0.2 0.3
H 2.734342 2.693995 1.622792 0.1 0.0 -0.2
H -1.660884 1.417108 -4.018278 0.1 -0.2 -0.2
H 1.597199 -0.882041 0.431169 0.1 0.3 -0.5
H -2.118411 0.461901 0.461147 0.0 -0.3 -0.3
H -2.236268 0.953817 4.244967 0.0 -0.1 -0.1
C 1.215051 -5.002648 -3.555939 -1.0 0.5 0.0
O 0.858182 -4.949470 5.650077 1.3 -2.1 0.2
H 0.104321 -0.261252 -5.698820 -0.5 0.0 -0.2
C 6.430038 0.028602 -0.890021 -0.7 -2.1 0.1
H 6.589527 1.096455 -0.740507 -0.1 0.1 0.6
H -1.898812 5.505087 0.581449 0.4 0.3 0.4
C -0.101060 -4.641027 -2.807407 0.4 -1.0 -0.1
H -3.148440 5.740471 -1.452851 -0.1 0.1 0.0
H -4.343735 -0.968268 -5.462158 -0.1 0.3 -0.4
H 4.787089 -0.061880 0.268918 0.2 0.3 0.2
O -1.910965 2.890002 2.384535 -0.8 1.2 0.6
H -3.490408 -5.994958 -3.479908 0.0 0.4 0.2
H 1.337939 -2.407712 -6.197242 0.0 -0.1 -0.4
H -4.751449 0.265197 2.434393 0.4 -0.3 -0.4
H -0.786346 0.584875 3.303687 0.1 0.3 -0.1
C -0.672144 3.752065 -2.056239 -0.4 -0.6 -0.7
H 1.740471 -3.396400 7.489268 -0.7 -0.1 0.2
C -4.017866 -6.639747 -2.776951 0.1 -0.4 2.3
H -0.358765 -3.847022 3.675025 0.2 -0.5 0.3
O 4.750947 2.195372 1.631158 -0.8 -0.4 1.0
H 0.163464 -5.610271 5.698263 -0.1 0.3 -0.1
H 2.306834 -2.552096 6.142752 -0.2 0.0 -0.6
H 3.395134 0.584671 -5.178987 -0.6 0.2 -0.5
C 0.275126 -3.192169 4.272884 -0.8 0.8 1.2
H 0.678428 3.185888 4.481029 0.0 0.0 0.1
C 1.727254 -0.770819 -4.872087 2.5 -2.1 -1.8
H 1.177218 -1.226099 -4.048507 -0.4 0.2 0.2
H -3.829196 5.489825 1.796156 -0.1 0.3 0.2
C -3.739967 -0.122620 -5.132859 0.0 0.4 0.3
C -0.905747 -1.276991 -0.417141 0.5 -1.4 -1.0
O -5.056467 -7.297012 -3.404741 -0.7 -1.8 -1.8
H -5.313321 -6.569658 -0.981322 0.0 -0.5 -0.4
H -4.243627 4.421264 0.514194 0.2 -0.5 0.1
H -2.844314 -1.438824 -3.851696 0.6 -0.5 0.2
O -1.460945 -0.991139 -5.390727 -0.9 -0.4 0.1
H -0.004729 0.542446 -0.879767 0.1 0.1 -0.5
H 7.670580 -0.036440 -2.538733 0.2 -0.6 -0.2
H -3.463904 0.599907 -5.900875 -0.5 0.0 -0.1
H -1.733977 3.345088 4.440747 -1.0 -0.1 -0.4
H 4.084629 4.238535 -0.046945 -0.1 -0.1 0.1
H -2.374878 -8.174793 -2.911767 -0.4 0.0 -0.4
H -5.591744 1.154885 -1.431752 -0.2 -0.2 0.1
H 3.062684 0.595050 3.607076 0.0 0.1 0.0
C 2.250158 -1.967494 -5.794551 -1.7 0.8 1.5
H -4.846382 7.440330 0.547095 -0.2 0.1 0.2
H -2.204876 3.902342 -0.588249 -0.3 -1.2 -0.5
O 5.522203 1.199915 4.533763 0.7 -0.6 0.1
H -0.832803 -0.027904 -3.305463 0.1 0.4 0.3
C 3.566000 -0.155366 4.216706 0.1 -0.3 0.0
H -0.239895 4.842700 0.441008 -0.1 0.1 -0.1
H 3.748481 -0.493373 -3.980820 -0.5 -0.4 0.7
C -1.042049 5.367228 -0.078141 -0.5 0.9 -1.4
O 5.091963 -0.424678 -0.565958 0.2 0.6 -0.3
```
Forces are in eV/Å.